1.
ORCA calculation (ωB97M-V/def2-TZVPD) on a structure of composition C3AuO3 in a non-equilibrium geometry.

Each line ends with the natural charge from an NBO analysis.
Cartesian coordinates (Å):
C -2.05813 -0.00522 -0.35508  0.376
C -0.89196 -0.04291 0.19410  0.129
O -2.70934 -1.12439 -0.42510  -0.186
O 2.26294 0.06268 -0.21114  -0.713
O -0.34320 0.66016 1.25381  -0.514
C 3.14697 -0.64504 -0.26536  0.725
Au 0.59273 1.09473 -0.19124  1.185

Results
E_HOMO (spin up / spin down): -14.2608 / -16.0199 eV
HOMO-LUMO gap (spin up / spin down): 7.914 / 8.374 eV
net charge: +1
E: -12926.841 eV
spin multiplicity: 3
LUMO level (spin up / spin down): -6.35 / -7.65 eV
⟨S²⟩: 2.03

---

2.
ORCA calculation (ωB97M-V/def2-TZVPD) on a cluster of 2 separate species, C15H19NO3 in total in a non-equilibrium geometry.

Each line ends with the natural charge from an NBO analysis.
Cartesian coordinates (Å):
C -1.63249 0.88997 -2.40834  -0.618
C -2.11463 0.60908 -1.05579  -0.458
C -2.29733 1.67860 -0.11439  0.492
O -1.86345 2.81317 -0.32073  -0.698
C -3.06110 1.32084 1.16488  -0.520
C -4.07598 0.23751 0.92406  -0.055
O -3.51147 -0.91641 0.21317  -0.530
C -2.58293 -0.74643 -0.76084  0.754
O -2.16769 -1.72292 -1.37886  -0.690
H -1.56023 -0.05645 -2.95345  0.222
H -2.35393 1.55944 -2.90263  0.212
H -0.66111 1.39800 -2.41718  0.161
H -2.35472 0.98361 1.94274  0.190
H -3.56176 2.22124 1.53137  0.232
H -4.44798 -0.19745 1.85945  0.188
H -4.92149 0.63880 0.34488  0.179
C 1.76550 0.01344 -2.90309  -0.429
N 1.90139 -0.44743 -1.52006  -0.270
C 2.66797 -1.67687 -1.31968  -0.425
C 1.37271 0.23455 -0.52552  0.266
C 1.64597 -0.03420 0.87028  -0.101
C 2.95429 -0.33010 1.35141  -0.178
C 3.15571 -0.67595 2.68560  -0.227
C 2.07883 -0.67817 3.58498  -0.161
C 0.79321 -0.33138 3.14105  -0.200
C 0.58053 -0.01541 1.80500  -0.159
H 2.38652 -0.62794 -3.53102  0.217
H 0.72675 -0.06004 -3.24066  0.267
H 2.08459 1.05899 -2.99803  0.229
H 2.68633 -2.19654 -2.28141  0.226
H 3.70581 -1.47248 -1.02967  0.217
H 2.20591 -2.32341 -0.56884  0.248
H 0.70724 1.06659 -0.78890  0.269
H 3.80289 -0.28587 0.66669  0.209
H 4.16347 -0.93111 3.03190  0.227
H 2.24331 -0.92191 4.63663  0.227
H -0.04360 -0.29956 3.84370  0.233
H -0.41705 0.22419 1.42130  0.254

Results
ΔE to the lowest compared entry with this formula, charge and spin: 377.20 kJ/mol
E_HOMO: -6.1972 eV
HOMO-LUMO gap: 4.608 eV
net charge: 0
E: -23493.486 eV
LUMO level: -1.59 eV

---

3.
ORCA calculation (ωB97M-V/def2-TZVPD) on the ion C5H15BNOS2 with charge +1 in a non-equilibrium geometry.

Each line ends with the natural charge from an NBO analysis.
Cartesian coordinates (Å):
C -1.59788 2.35915 0.05889  -0.462
N -1.25469 1.39178 -1.05239  -0.672
C -1.68229 1.88402 -2.41734  -0.453
B 0.19170 0.93351 -1.01368  0.947
O 0.78404 0.15785 -2.16071  -0.910
S 1.38348 1.21718 0.44483  0.280
C 1.86532 -0.54420 0.97722  -0.513
C 0.50892 -1.41880 1.26547  -0.447
C 0.85429 -2.80529 2.12494  -0.517
S -0.05464 -4.28621 1.33096  -0.037
H -0.86805 3.28305 0.13513  0.209
H -2.69173 2.78997 -0.14615  0.246
H -1.68679 1.76990 1.09004  0.228
H -1.35556 2.98177 -2.67352  0.218
H -2.87150 1.85899 -2.44604  0.229
H -1.33158 1.17510 -3.30064  0.255
H 0.52837 -0.80096 -1.92880  0.507
H 2.59298 1.78872 0.01925  0.251
H 2.50850 -0.56346 1.95463  0.284
H 2.46105 -1.08971 0.09883  0.271
H -0.02107 -1.78102 0.28648  0.223
H -0.24783 -0.75028 1.88076  0.235
H 0.51153 -2.64767 3.25339  0.256
H 2.02159 -2.97699 2.16085  0.230
H -0.54817 -3.92642 0.05760  0.142

Results
E_HOMO: -12.2261 eV
HOMO-LUMO gap: 7.495 eV
net charge: +1
E: -31303.900 eV
LUMO level: -4.73 eV

---

4.
ORCA calculation (ωB97M-V/def2-TZVPD) on the molecule C6H12O.

Each line ends with the natural charge from an NBO analysis.
Cartesian coordinates (Å):
C 1.03613 1.23241 -0.12091  -0.602
C 0.43622 -0.88307 0.67896  0.628
C 1.09375 -1.76780 -0.36809  -0.737
O 0.56759 -1.07721 1.86880  -0.562
C -0.25444 0.35512 0.13402  -0.169
C -1.21137 0.91544 1.19614  -0.599
C -1.10296 0.02112 -1.12316  -0.607
H 1.93957 0.74700 0.29381  0.220
H 0.96419 2.19743 0.39105  0.226
H 1.25279 1.37970 -1.18700  0.214
H 1.10187 -1.31794 -1.36834  0.218
H 0.50664 -2.68923 -0.40815  0.243
H 2.11592 -2.01269 -0.06763  0.241
H -1.82229 1.73064 0.79153  0.204
H -1.90557 0.12916 1.52005  0.217
H -0.68893 1.26102 2.08834  0.225
H -1.52777 -0.99032 -1.04772  0.212
H -0.53769 0.07320 -2.05857  0.209
H -1.96364 0.69602 -1.21313  0.219

Results
ΔE to the lowest compared entry with this formula, charge and spin: 41.91 kJ/mol
E_HOMO: -9.3511 eV
HOMO-LUMO gap: 10.192 eV
net charge: 0
E: -8463.920 eV
LUMO level: 0.84 eV

---

5.
ORCA calculation (ωB97M-V/def2-TZVPD) on a structure of composition C14H27N4OPTi in a non-equilibrium geometry.

Each line ends with the natural charge from an NBO analysis.
Cartesian coordinates (Å):
C -0.43876 2.57956 -1.70094  -0.278
C -0.18886 1.38564 -2.58904  0.204
N -0.04935 0.19731 -1.96016  -0.671
C 0.09388 -0.97741 -2.68480  0.258
C 0.25525 -0.86558 -4.07854  -0.257
C 0.14226 0.35178 -4.71470  -0.058
C -0.10166 1.49460 -3.95929  -0.250
C 0.04913 -2.19893 -1.96727  -0.868
P 0.43507 -2.30706 -0.25278  1.344
H -0.22312 2.48168 -4.38447  0.259
H 0.48266 -1.77730 -4.62253  0.262
H 0.25111 0.43297 -5.78677  0.270
C 1.43104 2.27203 -0.23035  -0.451
C -0.58704 3.24916 0.63932  -0.435
H 0.14330 -3.12417 -2.54991  0.308
H -1.49762 2.88262 -1.74534  0.251
H 0.15999 3.44468 -2.03810  0.262
C 1.95289 -3.20020 0.09061  -0.960
C -0.83141 -3.17214 0.69263  -0.975
H 2.08205 -3.23875 1.17986  0.269
H 1.85983 -4.21112 -0.32918  0.306
H 2.80860 -2.69043 -0.36474  0.291
H -1.04710 -2.62473 1.61550  0.261
H -1.74496 -3.29418 0.10009  0.279
H -0.44388 -4.16472 0.94317  0.315
H -0.15555 4.23308 0.40537  0.258
H -1.67612 3.31623 0.54989  0.235
H -0.32344 2.97207 1.66336  0.226
H 1.76855 3.23763 -0.64240  0.260
H 1.76205 2.18067 0.81056  0.242
H 1.86690 1.46682 -0.83373  0.241
Ti -0.59274 0.26871 0.03425  1.691
H 0.80537 -0.99807 0.28284  -0.059
O -2.37650 -0.62596 -0.55846  -0.943
H -2.29868 -1.51659 -0.97793  0.553
H -3.08784 -0.10680 -0.99862  0.556
N -0.05288 2.25084 -0.29945  -0.485
C -0.12913 1.28498 5.08301  -0.402
N -0.02720 -0.02144 4.38144  -0.394
C 0.01926 -1.26229 5.20729  -0.412
C -0.01340 -0.06323 3.09405  0.741
N -0.11548 0.34740 1.97388  -0.718
H -0.12366 1.07718 6.15655  0.263
H -1.06675 1.79705 4.80996  0.237
H 0.73098 1.92441 4.82488  0.240
H -0.85673 -1.89593 4.99393  0.235
H 0.93738 -1.82867 4.98618  0.237
H 0.01042 -0.96379 6.25927  0.263

Results
E_HOMO (spin up / spin down): -16.7229 / -16.7404 eV
HOMO-LUMO gap (spin up / spin down): 5.173 / 5.576 eV
net charge: +3
E: -55340.413 eV
spin multiplicity: 2
LUMO level (spin up / spin down): -11.55 / -11.16 eV
⟨S²⟩: 0.76

---

6.
ORCA calculation (ωB97M-V/def2-TZVPD) on a structure of composition C34H34N13OPtS3Si in a non-equilibrium geometry.

Each line ends with the Löwdin spin population.
Cartesian coordinates (Å):
Pt 16.39107 10.22175 11.76640  0.114
N 17.86321 12.40061 16.02723  0.102
C 17.75553 11.06695 15.84612  0.054
N 17.68556 10.44452 14.63654  -0.008
C 17.21187 9.12642 14.94280  0.097
C 17.22394 8.76580 16.27317  0.266
S 17.55299 10.07344 17.29580  0.123
C 16.74990 8.13787 14.03445  0.028
C 16.53519 6.76756 14.32783  0.202
S 16.45084 5.72507 13.03131  0.088
C 16.48941 7.15665 11.96624  0.030
N 16.82656 8.32216 12.59282  -0.022
N 16.29848 7.02461 10.63547  0.041
H 18.22740 12.86535 15.20909  0.002
H 17.68002 12.83178 16.90625  0.002
H 16.88637 7.82175 16.63592  0.007
H 16.39772 6.30473 15.26852  0.006
H 16.41273 6.13868 10.21619  0.000
H 16.30803 7.90990 10.03088  0.001
C 11.25522 8.02437 12.67885  0.004
Si 11.40985 9.30563 11.23699  0.006
C 12.79625 8.70858 9.94192  0.009
C 9.89670 9.74628 10.12527  0.001
C 12.12787 10.96774 11.91762  0.042
C 11.51250 12.15715 11.56488  -0.004
C 12.03256 13.40262 11.99100  0.053
C 13.16102 13.38879 12.74965  0.013
N 13.90280 12.32004 12.98573  0.059
C 13.40877 11.18950 12.51441  0.055
S 14.44410 9.87908 12.93155  0.610
H 11.60136 7.01576 12.40191  0.000
H 10.23081 7.97894 12.96350  0.000
H 11.94042 8.42223 13.55093  0.001
H 13.72527 8.32461 10.37019  0.006
H 12.93850 9.72765 9.45037  0.000
H 12.42191 8.02852 9.18996  0.000
H 9.60344 8.77622 9.59430  0.000
H 10.12481 10.52821 9.37576  0.000
H 9.04667 10.13516 10.75941  0.000
H 10.62922 12.14506 10.98502  -0.001
H 11.58497 14.33445 11.70905  0.003
H 13.49404 14.41232 13.11287  0.000
C 21.82907 10.48372 11.05485  0.001
N 20.41796 10.25827 10.78427  0.002
C 19.37387 10.25528 11.64558  0.005
N 18.18763 10.13681 11.01864  0.006
C 18.58145 10.05403 9.68017  0.003
N 19.86979 10.25034 9.47608  0.002
C 22.25505 11.84216 10.47007  0.047
C 23.59500 12.10822 10.78910  0.260
C 24.21240 13.29047 10.50716  0.010
C 23.45886 14.30204 9.83970  0.320
C 22.01990 14.09454 9.62260  0.246
C 21.42897 12.78004 9.85822  0.154
C 21.25034 15.11903 9.11376  0.177
N 21.63373 16.25389 8.59547  0.343
N 20.47693 16.96430 8.24700  0.019
C 19.39562 16.13301 8.42912  0.190
O 19.80797 14.98977 9.06491  0.071
C 17.98195 16.31586 8.08428  0.008
C 17.51257 17.53335 7.57379  0.039
C 16.16293 17.60155 7.32926  -0.005
C 15.32446 16.47966 7.40676  0.049
C 15.83585 15.21976 7.87154  -0.008
C 14.74732 14.16166 8.31504  -0.002
N 15.18880 13.32589 9.42845  0.000
C 15.48974 12.09576 9.61192  0.000
N 15.93865 11.88013 10.84680  0.000
C 16.03043 13.12988 11.36184  0.000
N 15.47856 14.06770 10.62627  0.000
C 17.19734 15.19333 8.24783  0.039
H 22.39785 9.61380 10.61188  0.000
H 21.99558 10.38832 12.14825  0.000
H 19.42250 10.22882 12.71783  0.000
H 17.82571 9.87329 8.90936  0.000
H 24.12051 11.32378 11.28559  0.015
H 25.27265 13.49234 10.72742  -0.005
H 23.88847 15.30726 9.56594  0.011
H 20.36213 12.62294 9.67160  0.008
H 18.24505 18.35871 7.48274  0.001
H 15.69882 18.51646 7.10463  -0.001
H 14.24910 16.65053 7.08845  0.002
H 14.44356 13.40732 7.47657  -0.001
H 13.84902 14.72542 8.61232  0.000
H 15.31662 11.34708 8.86369  0.000
H 16.41639 13.37537 12.33246  0.000
H 17.61709 14.27550 8.60981  0.003

Results
ΔE to the lowest compared entry with this formula, charge and spin: 154.73 kJ/mol
E_HOMO (spin up / spin down): -10.9352 / -14.6873 eV
HOMO-LUMO gap (spin up / spin down): 1.899 / 3.285 eV
net charge: +3
E: -100828.044 eV
spin multiplicity: 5
LUMO level (spin up / spin down): -9.04 / -11.40 eV
⟨S²⟩: 6.10

---

7.
ORCA calculation (ωB97M-V/def2-TZVPD) on a cluster of 2 separate species, C2H10NO in total in a non-equilibrium geometry.

Each line ends with the natural charge from an NBO analysis.
Cartesian coordinates (Å):
C -1.36898 -0.53689 -0.64435  -0.652
C -0.66662 0.78878 -0.73157  -0.177
N -0.04704 1.13139 0.72089  -0.744
H -0.75796 -1.46778 -0.60176  0.244
H -1.93391 -0.54710 0.31450  0.219
H -1.78967 -0.67857 -1.58398  0.257
H 0.21212 0.57915 -1.48040  0.244
H -1.28989 1.59503 -0.88548  0.216
H 0.62772 2.03814 0.50235  0.467
H 0.45621 0.34454 1.23578  0.486
H -0.88392 1.49293 1.19274  0.436
H 2.41370 -1.83547 -0.11730  0.493
H 2.87129 -1.58476 1.31989  0.489
O 2.15697 -1.31938 0.75869  -0.977

Results
ΔE to the lowest compared entry with this formula, charge and spin: 146.18 kJ/mol
E_HOMO: -15.6210 eV
HOMO-LUMO gap: 11.953 eV
net charge: +1
E: -5766.167 eV
LUMO level: -3.67 eV

---

8.
ORCA calculation (ωB97M-V/def2-TZVPD) on a structure of composition C16H14BrN4OPt.

Each line ends with the natural charge from an NBO analysis.
Cartesian coordinates (Å):
Pt 0.08350 -0.55982 0.02352  0.991
Br 3.10376 2.60452 5.92145  0.091
C 2.53273 2.01849 4.22158  -0.150
C 3.26979 2.37156 3.07488  -0.136
C 2.88067 1.94484 1.83419  -0.270
C 1.73648 1.14496 1.65664  0.404
O 1.44566 0.77792 0.43290  -0.671
C 0.97948 0.81373 2.80988  -0.197
C -0.20155 0.02217 2.80318  0.178
N -0.88033 -0.34941 1.76417  -0.503
C -2.02312 -1.19952 1.86298  0.102
C -2.84216 -1.31218 2.94764  -0.199
C -3.96417 -2.17246 2.90871  -0.164
C -4.26942 -2.87687 1.78047  -0.173
C -3.44371 -2.76381 0.63521  -0.097
C -3.69899 -3.42882 -0.58718  -0.079
C -2.85255 -3.25964 -1.64336  -0.260
C -1.73188 -2.42367 -1.49559  0.095
N -1.46147 -1.80244 -0.37042  -0.461
C -2.31185 -1.94429 0.70109  0.206
C 1.41891 1.25501 4.09113  -0.169
H 4.15490 2.98523 3.17985  0.239
H 3.44676 2.20403 0.94987  0.241
H -0.55220 -0.31719 3.77630  0.202
H -2.65257 -0.72954 3.83995  0.232
H -4.59271 -2.25352 3.78491  0.239
H -5.14551 -3.51083 1.73911  0.236
H -4.57676 -4.05733 -0.67633  0.238
H -3.02877 -3.74253 -2.59344  0.249
H -1.04225 -2.26082 -2.31427  0.220
H 0.83982 0.99274 4.96845  0.226
N 2.81598 -1.87850 0.63445  -0.646
N 1.78114 -2.23656 -0.29399  -0.682
H 3.66914 -2.38373 0.42198  0.356
H 2.51057 -2.13223 1.56468  0.359
H 1.50905 -3.21148 -0.20845  0.369
H 2.16466 -2.10458 -1.22328  0.385

Results
ΔE to the lowest compared entry with this formula, charge and spin: 151.61 kJ/mol
E_HOMO: -10.6705 eV
HOMO-LUMO gap: 6.591 eV
net charge: +1
E: -98109.741 eV
LUMO level: -4.08 eV

---

Question: What is the net charge in the fifth record?
Answer: +3